No. 1
Density functional theory data (ωB97M-V/def2-TZVPD) for a molecular structure, C23H52OP4Ru.

Calculated values
multiplicity: 6
calculated total energy: -2441.9336 a.u.
LUMO (spin up / spin down): -8.93 / -13.20 eV
net charge: +3
frontier orbital gap (spin up / spin down): 5.6 / 3.5 eV
energy relative to the best compared isomer or geometry (same formula, charge and spin): 113.6 kJ/mol

```
81
Properties=species:S:1:pos:R:3:forces:R:3
Ru -0.145 0.061 0.149 0.8 1.4 -0.2
P 1.352 -0.879 1.640 0.0 0.3 -0.7
P 1.171 1.929 -0.311 0.8 0.9 -1.3
P -1.005 -1.987 -0.400 -0.6 -2.3 -1.4
H -0.717 2.178 -8.268 -0.4 0.0 0.5
C -1.644 1.654 -7.997 1.7 -0.8 -2.0
C -2.683 2.213 -7.340 -3.0 0.3 1.0
H -2.823 3.270 -7.057 0.7 -0.5 0.0
C 2.725 -1.678 0.767 0.8 -0.3 0.9
C 2.234 0.259 2.730 0.5 -0.1 0.5
C 0.717 -2.148 2.776 0.3 0.1 0.1
C 0.636 3.194 -1.575 0.2 -0.4 0.4
C 1.620 3.105 1.023 -0.1 -0.2 0.2
C 2.779 1.409 -1.025 0.2 0.4 -0.1
C -2.291 -1.996 -1.730 0.0 0.4 0.1
C -1.879 -3.066 0.813 -0.1 0.1 0.2
C 0.255 -3.094 -1.149 0.1 -0.5 -0.3
H -1.743 0.667 -8.498 -0.1 0.7 0.6
H -3.592 1.579 -7.181 0.8 1.3 -0.8
H 3.442 -1.955 1.566 -0.1 -0.1 -0.5
H 3.248 -0.996 0.089 -0.3 -0.2 0.1
H 2.422 -2.589 0.250 0.1 0.2 0.0
H 2.711 -0.394 3.484 0.0 0.5 -0.2
H 1.549 0.945 3.249 0.3 -0.2 -0.2
H 3.021 0.810 2.182 -0.4 -0.2 0.3
H 1.166 -3.091 2.460 -0.1 -0.1 0.2
H -0.369 -2.231 2.770 0.3 0.1 0.1
H 1.089 -1.879 3.774 -0.3 -0.4 -0.1
H 1.274 4.080 -1.487 -0.2 -0.1 -0.1
H -0.418 3.436 -1.388 0.3 0.2 -0.1
H 0.733 2.754 -2.574 0.0 0.2 0.1
H 2.593 3.547 0.747 -0.5 0.0 0.1
H 1.706 2.581 1.983 0.0 0.5 -0.3
H 0.826 3.871 1.070 0.6 -0.2 0.1
H 3.281 2.300 -1.443 -0.1 -0.4 0.2
H 2.624 0.686 -1.843 0.1 0.2 0.4
H 3.423 0.975 -0.244 -0.2 0.2 -0.4
H -2.911 -2.898 -1.707 0.2 0.1 0.0
H -1.808 -1.931 -2.703 0.1 0.0 -0.1
H -2.925 -1.121 -1.590 -0.1 -0.1 -0.2
H -2.624 -3.693 0.307 0.3 0.2 0.0
H -2.423 -2.457 1.542 0.1 -0.2 0.0
H -1.188 -3.736 1.333 -0.1 0.2 0.0
H -0.184 -3.774 -1.899 0.0 0.2 0.4
H 0.750 -3.723 -0.390 -0.2 0.3 -0.3
H 1.007 -2.490 -1.677 -0.1 -0.2 0.3
C -1.417 0.896 -3.361 -1.0 0.8 2.0
C -0.207 0.321 -3.825 0.8 -0.6 -0.8
C -0.164 -0.214 -5.118 0.9 -0.5 0.3
C -1.302 -0.363 -5.931 0.8 0.0 -0.3
C -2.451 0.312 -5.507 -0.9 0.9 -0.4
C -2.501 1.007 -4.302 -0.7 0.3 0.8
O -1.623 1.306 -2.141 0.0 -0.2 -2.8
H -0.421 1.341 -1.228 0.2 -1.7 1.1
H 0.668 0.274 -3.150 -0.6 0.1 -0.6
H 0.793 -0.585 -5.515 -0.5 0.0 0.4
H -1.237 -0.900 -6.913 -0.1 0.5 1.2
H -3.344 0.455 -6.097 0.1 -1.3 0.2
H -3.407 1.582 -4.003 0.8 -0.5 -0.2
C -1.202 0.656 4.198 -0.2 0.0 0.2
C -2.121 0.119 3.086 -0.2 -0.1 0.5
P -1.832 0.818 1.440 -0.9 0.5 0.5
C -3.395 0.560 0.542 -0.3 0.2 -0.1
C -4.703 0.967 1.220 -0.1 -0.1 0.0
C -1.685 2.630 1.630 -0.3 0.2 0.3
C -2.805 3.305 2.446 0.1 -0.1 0.1
H -0.216 0.178 4.161 -0.2 0.3 -0.1
H -1.629 0.384 5.176 0.1 0.2 -0.3
H -1.107 1.757 4.168 0.1 -0.6 0.1
H -2.033 -0.985 3.057 -0.2 0.6 -0.1
H -3.172 0.359 3.295 0.3 -0.2 0.3
H -3.298 1.125 -0.398 0.1 -0.3 0.1
H -3.458 -0.509 0.304 0.1 0.2 0.0
H -4.773 2.047 1.396 -0.1 -0.6 0.0
H -5.498 0.684 0.529 -0.2 0.1 0.2
H -4.852 0.409 2.154 -0.1 0.3 -0.2
H -0.716 2.842 2.113 -0.4 -0.2 -0.3
H -1.687 3.042 0.602 0.2 -0.2 0.4
H -3.026 2.748 3.387 -0.1 0.5 -0.8
H -2.428 4.290 2.717 -0.2 0.1 0.2
H -3.708 3.443 1.827 0.5 0.0 0.6
```
Forces are in eV/Å.

Results of the Löwdin charge analysis, in e, for atoms 1 through 6:
1. Ru 0.32
2. P 0.67
3. P 0.67
4. P 0.69
5. H 0.12
6. C 0.14

No. 2
Density functional theory data (ωB97M-V/def2-TZVPD) for a molecular structure, C40H51IrN4O4PS2Te.

Calculated values
multiplicity: 5
calculated total energy: -3584.5864 a.u.
LUMO (spin up / spin down): -2.48 / -3.34 eV
net charge: +1
frontier orbital gap (spin up / spin down): 7.1 / 6.2 eV
energy relative to the best compared isomer or geometry (same formula, charge and spin): 0.0 kJ/mol

```
104
Properties=species:S:1:pos:R:3:forces:R:3
Ir -0.294 -0.295 -0.757 -0.3 0.3 -0.5
C -2.538 -1.214 2.009 -1.1 2.0 -0.7
C -1.695 -2.237 1.416 1.2 -0.2 -0.8
N -1.194 -2.230 0.178 0.5 0.0 1.2
C -0.226 -3.239 0.055 -1.4 0.5 -1.1
C -0.096 -4.042 1.099 0.8 -0.9 1.6
S -1.054 -3.453 2.386 -0.1 -0.7 0.4
C 0.355 -3.374 -1.260 0.3 -0.3 -0.9
C 0.537 -4.487 -2.014 -0.3 -0.7 0.2
S 1.031 -4.118 -3.606 0.5 1.3 0.7
C 1.098 -2.418 -3.123 -0.2 -0.4 -0.2
N 0.671 -2.219 -1.920 0.0 0.4 0.3
C 1.590 -1.329 -3.987 0.8 0.6 -1.0
H -2.718 -1.290 3.076 -0.1 -0.6 0.0
H -3.511 -1.142 1.452 0.7 0.0 0.6
H -2.037 -0.224 1.873 -0.4 -0.8 -0.1
H 0.596 -4.868 1.256 -0.3 0.3 -0.2
H 0.375 -5.515 -1.719 -0.1 0.1 0.0
H 2.157 -1.741 -4.825 -0.2 0.0 -0.1
H 2.272 -0.617 -3.505 -0.1 -0.5 0.5
H 0.826 -0.670 -4.404 -0.3 -0.3 0.0
O -4.960 2.144 4.862 -0.6 0.4 1.5
N -4.529 1.887 3.854 0.5 -0.4 -1.4
O -1.972 1.295 0.426 0.0 -0.6 -0.4
C -3.647 0.226 -2.146 0.0 -0.1 0.3
Te -1.721 -0.124 -3.131 -0.7 0.4 0.8
C -2.583 -2.084 -3.214 0.2 0.4 0.1
C -4.056 -1.877 -3.380 0.1 -0.1 0.1
C -4.848 -2.738 -4.115 -0.1 -0.1 -0.1
C -6.225 -2.501 -4.248 1.5 -0.9 -0.3
C -6.724 -1.368 -3.681 -1.6 0.2 -0.1
C -5.948 -0.488 -2.968 0.2 0.9 1.0
C -4.607 -0.751 -2.751 0.4 -0.1 -1.2
H -4.021 1.229 -2.280 0.2 0.4 -0.1
H -3.467 0.062 -1.082 0.1 0.0 -0.1
H -2.328 -2.456 -2.255 0.0 -0.4 1.2
H -2.065 -2.729 -3.888 0.0 -0.3 -0.9
H -4.375 -3.574 -4.625 -0.2 0.0 0.1
H -6.787 -3.223 -4.828 -0.3 0.3 0.1
H -7.771 -1.123 -3.796 -0.1 -0.1 -0.1
H -6.412 0.424 -2.562 0.3 -0.5 -0.2
C 6.443 -4.542 -1.520 -0.4 -0.1 -0.8
C 5.891 -3.860 -0.289 1.2 0.3 -0.5
C 6.202 -4.366 0.991 -0.2 0.1 -1.1
C 5.926 -3.579 2.081 -0.1 0.1 -1.3
C 5.403 -2.333 1.956 -1.3 1.5 -0.3
C 5.061 -1.830 0.686 0.2 0.1 0.5
N 4.491 -0.513 0.550 0.4 -0.7 1.4
C 4.104 0.089 1.783 -0.9 1.4 -0.7
C 5.061 0.573 2.669 -1.7 0.0 1.5
C 4.669 1.078 3.956 -0.1 -0.4 -1.5
C 3.316 1.157 4.251 -0.4 -0.1 -0.1
C 2.353 0.867 3.257 1.7 -0.1 1.2
C 2.712 0.357 2.044 1.3 -0.4 -1.6
C 1.664 0.166 0.978 0.4 -0.2 -1.0
O 0.481 -0.089 1.321 0.0 0.0 0.2
O 1.912 0.261 -0.303 -0.4 -0.3 1.9
C 5.334 -2.588 -0.467 -0.5 0.2 1.5
C 5.048 -1.939 -1.772 -0.5 1.8 0.4
H 7.125 -5.322 -1.217 -0.1 -0.6 -0.1
H 7.044 -3.918 -2.205 -0.2 0.3 0.7
H 5.640 -4.898 -2.199 0.4 -0.3 0.5
H 6.681 -5.339 1.127 -0.2 0.3 -0.3
H 6.132 -3.893 3.031 0.6 -1.0 2.3
H 5.143 -1.743 2.852 0.4 -0.6 -0.6
H 3.701 -0.508 -0.067 -0.2 0.0 -0.6
H 6.060 0.398 2.384 1.2 0.1 0.0
H 5.380 1.420 4.701 0.1 -0.2 -0.3
H 2.989 1.412 5.268 0.1 0.1 -0.6
H 1.340 0.964 3.479 -1.5 0.3 0.3
H 5.658 -0.996 -1.828 -0.5 -0.7 -0.1
H 3.969 -1.602 -1.867 1.1 -0.5 0.0
H 5.324 -2.558 -2.580 0.1 -0.6 -1.0
C -1.060 2.259 3.315 -0.9 2.7 0.0
C -1.858 3.223 2.369 -0.6 -1.5 -0.1
C -1.481 4.585 2.831 0.6 1.8 -1.1
P -1.885 2.782 0.591 0.7 1.6 0.2
C -0.384 3.422 -0.283 0.2 -1.1 0.8
C -0.506 4.830 -0.814 0.6 1.9 1.3
C 0.900 3.236 0.646 -0.6 0.1 -1.2
C -3.370 3.621 -0.130 -0.9 -0.7 -0.7
C -4.666 2.795 0.209 0.2 1.6 0.5
C -3.685 5.123 -0.010 -0.8 -1.1 0.9
H -1.576 2.370 4.279 0.4 -0.4 -0.1
H -0.066 2.707 3.397 0.0 -0.4 0.2
H -1.015 1.284 2.972 0.1 -2.0 -0.5
H -2.954 3.085 2.534 0.6 0.0 0.2
H -0.380 4.763 2.729 -0.9 -0.2 0.3
H -1.791 4.639 3.860 0.2 0.3 0.6
H -1.972 5.417 2.296 0.1 -0.4 0.2
H -0.250 2.744 -1.134 -0.2 -0.1 0.0
H -0.814 5.592 -0.035 0.2 -1.0 -0.5
H -1.160 5.012 -1.650 -0.3 -0.4 -0.4
H 0.475 5.220 -1.097 0.1 -0.3 -0.2
H 0.971 4.191 1.116 0.5 0.6 0.7
H 1.785 3.111 -0.002 -0.4 0.0 0.3
H 0.898 2.439 1.411 -0.4 0.4 -0.6
H -3.153 3.460 -1.228 -0.3 0.0 0.8
H -5.030 2.941 1.249 0.4 0.2 -0.5
H -4.452 1.775 0.119 0.1 -1.6 -0.3
H -5.497 3.071 -0.455 0.3 0.0 0.1
H -3.964 5.488 0.989 0.2 -0.4 -0.1
H -4.541 5.308 -0.649 -0.1 0.1 -0.2
H -2.874 5.676 -0.349 1.2 1.3 -0.6
```
Forces are in eV/Å.

Results of the Löwdin charge analysis, in e, for atoms 1 through 6:
1. Ir 1.08
2. C -0.09
3. C -0.65
4. N -0.02
5. C -0.36
6. C -0.31

No. 3
Density functional theory data (ωB97M-V/def2-TZVPD) for a single C11H19N5O2 molecule.

Calculated values
structure (SMILES): CC(=O)OCCCCc1nnc(CCCN)nn1
calculated total energy: -854.6392 a.u.
LUMO: -0.60 eV
frontier orbital gap: 8.6 eV
energy relative to the best compared isomer or geometry (same formula, charge and spin): 593.3 kJ/mol

```
37
Properties=species:S:1:pos:R:3:forces:R:3
C 3.602 -2.978 0.876 0.6 0.2 0.1
C 3.286 -2.130 -0.432 -3.0 -1.1 -1.9
O 2.302 -2.484 -1.118 3.3 1.1 2.0
O 4.030 -1.022 -0.899 -1.3 -1.2 2.1
C 4.231 -0.017 0.135 2.1 1.5 0.2
C 3.808 1.461 -0.368 -0.3 -0.1 0.8
C 2.335 1.907 0.124 0.3 -0.7 -0.7
C 1.407 0.603 0.114 -1.3 0.3 0.1
C -0.172 0.957 0.136 2.9 -0.6 0.0
N -0.709 1.100 1.402 0.3 -0.2 -2.7
N -1.998 1.344 1.421 -0.4 0.0 -2.7
C -2.585 1.413 0.172 -2.7 1.1 -0.1
C -4.185 1.657 0.196 1.1 -1.2 0.2
C -4.828 0.167 0.309 -0.8 0.9 0.0
C -4.620 -0.715 -1.008 -0.8 -0.2 0.4
N -3.360 -1.515 -1.043 -0.5 -0.5 0.5
N -2.040 1.310 -1.096 -0.2 0.1 2.6
N -0.752 1.067 -1.115 0.3 0.0 2.6
H 3.257 -4.049 0.700 0.3 1.6 0.0
H 4.718 -3.017 1.104 -1.5 0.3 -0.2
H 3.036 -2.586 1.798 0.9 -0.4 -1.5
H 5.371 0.039 0.303 -1.7 -0.2 -0.2
H 3.782 -0.294 1.141 0.3 0.3 -1.4
H 4.565 2.195 0.069 -0.9 -1.0 -0.6
H 3.873 1.543 -1.501 0.0 -0.4 1.5
H 2.372 2.383 1.166 -0.2 -0.6 -1.6
H 1.948 2.645 -0.670 0.4 -0.9 1.5
H 1.607 -0.077 1.020 -0.3 1.1 -1.3
H 1.617 -0.001 -0.826 -0.4 0.8 1.1
H -4.546 2.151 -0.766 0.7 -0.7 1.3
H -4.463 2.305 1.104 0.5 -1.1 -1.4
H -5.960 0.318 0.466 1.7 -0.3 -0.2
H -4.428 -0.352 1.253 -0.5 0.7 -1.5
H -5.485 -1.475 -1.058 1.2 1.3 0.0
H -4.693 -0.063 -1.946 0.1 -0.7 1.4
H -3.607 -2.507 -0.889 0.3 0.8 -0.2
H -2.716 -1.281 -0.278 -0.4 0.0 -0.5
```
Forces are in eV/Å.

Results of the Löwdin charge analysis, in e, for atoms 1 through 6:
1. C -0.01
2. C -0.44
3. O 0.05
4. O -0.06
5. C -0.20
6. C -0.15

No. 4
Density functional theory data (ωB97M-V/def2-TZVPD) for a single C4H5N3 molecule.

Calculated values
structure (SMILES): [H]/N=C(/C#C)NN=C
calculated total energy: -319.5196 a.u.
LUMO: 0.47 eV
frontier orbital gap: 9.8 eV
energy relative to the best compared isomer or geometry (same formula, charge and spin): 505.7 kJ/mol

```
12
Properties=species:S:1:pos:R:3:forces:R:3
H -1.563 -2.161 0.469 0.2 -1.0 -0.2
N -1.781 -1.214 0.244 -0.4 1.3 0.3
C -0.716 -0.552 0.013 -2.6 1.5 0.3
C -0.810 0.920 -0.073 -1.0 0.7 -0.7
C -0.996 2.109 -0.216 -0.3 1.1 1.0
N 0.455 -1.112 -0.227 3.0 1.9 1.4
N 1.695 -0.514 -0.199 -0.6 -0.6 0.0
C 1.835 0.590 0.387 -3.6 1.1 0.5
H -1.151 3.232 -0.067 0.3 -2.4 -0.6
H 0.507 -1.887 -0.758 -0.2 -3.2 -1.8
H 1.004 1.314 0.769 1.8 -1.9 -0.2
H 2.738 0.986 0.198 3.4 1.5 0.0
```
Forces are in eV/Å.

Results of the Löwdin charge analysis, in e, for atoms 1 through 6:
1. H 0.04
2. N 0.15
3. C -0.47
4. C -0.09
5. C 0.11
6. N 0.01